Computed, not measured: CsH4O6P as an isolated structure, with wB97M-V/def2-TZVPD.

Atoms and positions in Å:
Cs: -0.61 -1.13 2.08
P: 0.41 0.79 -0.70
O: 0.05 0.02 0.60
O: 1.72 0.15 -1.28
O: 0.79 2.27 -0.32
O: -0.77 0.85 -1.71
O: -2.00 0.11 0.36
H: -1.05 0.18 0.47
H: -2.22 0.85 -0.20
O: 1.14 -1.62 0.52
H: 0.71 -0.79 0.34
H: 1.83 -1.68 -0.15

- total charge = -2
- LUMO energy (eV) = 3.75
- HOMO-LUMO gap (eV) = 2.32

---

Computed, not measured: Cu3H9O9S as an isolated structure, with wB97M-V/def2-TZVPD.

Atoms and positions in Å:
Cu: -30.31 18.54 -1.76
Cu: -27.45 19.24 -0.74
Cu: -28.86 20.77 -3.85
S: -27.60 16.16 -0.19
O: -27.57 15.10 -1.17
O: -28.91 16.82 -0.16
O: -27.77 15.66 1.20
O: -26.52 17.14 -0.38
O: -28.15 18.69 -2.90
H: -27.21 18.48 -2.75
O: -28.13 16.10 -3.45
H: -27.99 15.66 -2.61
H: -28.00 17.03 -3.26
O: -26.63 18.75 -5.08
H: -26.60 17.82 -5.32
H: -27.16 18.76 -4.28
O: -25.03 16.61 -2.72
H: -24.61 17.44 -2.95
H: -25.65 16.84 -2.03
O: -24.38 19.27 -3.92
H: -24.64 20.14 -3.62
H: -25.11 18.99 -4.48

- total charge = +1
- ⟨S²⟩ = 0.76
- LUMO energy (alpha / beta) (eV) = -7.67 / -7.68
- 2S+1 = 2
- HOMO-LUMO gap (alpha / beta) (eV) = 5.26 / 5.24

---

Computed, not measured: CuH12O6 as an isolated structure, with wB97M-V/def2-TZVPD.

Atoms and positions in Å:
Cu: 0.25 -0.03 0.46
O: -0.33 -2.08 -1.73
H: 0.13 -2.55 -2.39
H: -0.27 -1.16 -1.99
O: -1.01 3.42 0.13
H: -1.20 2.55 0.33
H: -1.00 3.40 -0.87
O: 0.90 1.15 1.69
H: 1.54 0.85 2.29
H: 0.14 1.25 2.20
O: -1.38 0.41 -0.18
H: -1.52 0.68 -1.11
H: -2.19 -0.01 0.08
O: 1.69 -0.31 -0.99
H: 2.51 -0.52 -0.64
H: 1.53 -0.83 -1.81
O: 0.07 -1.74 1.28
H: -0.60 -2.07 1.88
H: 0.77 -2.41 1.36

- total charge = +1
- LUMO energy (eV) = -3.70
- HOMO-LUMO gap (eV) = 8.45

---

no.,electronic energy (a.u.)
1,-815.13533
2,-6001.66324
3,-2098.82427